No. 1
Computed, not measured: 11 unconnected molecules or ions with the total composition C25H60N7O19 in a non-equilibrium geometry, with the ωB97M-V functional and the def2-TZVPD basis.

Structure (XYZ):
```
111
Properties=species:S:1:pos:R:3:lowdin_charge:R:1
C 4.482 3.215 0.985 0.046
C 4.517 1.735 1.191 -0.390
O 4.301 1.117 2.167 0.196
N 4.822 0.979 -0.115 0.080
H 4.268 0.115 -0.150 0.152
H 4.474 1.533 -0.895 0.158
C 6.275 0.644 -0.185 0.022
H 4.010 3.407 0.016 0.086
H 5.504 3.603 0.910 0.117
H 3.945 3.831 1.699 0.098
H 6.638 0.248 0.762 0.115
H 6.882 1.535 -0.339 0.114
H 6.461 -0.070 -0.981 0.107
C -2.145 6.187 -2.483 0.034
C -3.236 5.943 -1.470 -0.414
O -4.280 6.494 -1.481 0.207
N -2.802 5.188 -0.257 0.091
H -1.829 5.393 0.053 0.111
H -3.365 5.507 0.538 0.191
C -2.941 3.681 -0.470 0.036
H -1.283 6.709 -2.074 0.098
H -2.620 6.774 -3.267 0.104
H -1.843 5.259 -2.977 0.083
H -2.887 3.268 0.538 0.093
H -2.114 3.444 -1.131 0.080
H -3.916 3.497 -0.912 0.091
C -6.567 -0.384 -1.606 0.040
C -5.670 0.529 -0.838 -0.393
O -5.813 1.692 -0.679 0.190
N -4.373 -0.054 -0.319 0.081
H -4.098 0.488 0.523 0.113
H -4.510 -0.996 0.052 0.172
C -3.245 -0.126 -1.283 0.020
H -7.478 0.155 -1.839 0.110
H -6.709 -1.299 -1.025 0.104
H -6.118 -0.742 -2.536 0.105
H -2.473 -0.816 -0.962 0.095
H -2.752 0.828 -1.456 0.082
H -3.707 -0.311 -2.254 0.103
C -1.949 -2.207 2.234 0.018
C -2.106 -3.244 3.292 -0.388
O -1.240 -3.809 3.854 0.176
N -3.528 -3.658 3.672 0.103
H -3.584 -3.652 4.694 0.195
H -4.123 -2.873 3.396 0.172
C -3.914 -4.891 2.889 0.044
H -2.490 -1.309 2.573 0.063
H -2.335 -2.458 1.245 0.100
H -0.923 -1.883 2.148 0.056
H -3.146 -5.657 2.858 0.115
H -4.228 -4.577 1.900 0.106
H -4.773 -5.272 3.440 0.108
C 2.848 -1.030 4.586 0.046
C 1.609 -1.409 3.811 -0.391
O 0.516 -1.404 4.234 0.210
N 1.916 -1.948 2.406 0.111
H 1.299 -1.659 1.628 0.111
H 2.905 -1.780 2.248 0.147
C 1.750 -3.461 2.418 0.029
H 3.267 -1.988 4.907 0.110
H 2.440 -0.457 5.414 0.112
H 3.613 -0.455 4.070 0.069
H 0.695 -3.702 2.545 0.065
H 2.271 -3.874 3.280 0.111
H 2.077 -3.892 1.479 0.090
C 2.441 -3.068 -2.692 0.021
C 2.286 -4.553 -2.821 -0.402
O 1.512 -5.084 -3.520 0.242
N 3.212 -5.377 -1.931 0.084
H 4.018 -5.740 -2.460 0.194
H 3.789 -4.806 -1.306 0.166
C 2.527 -6.486 -1.171 0.050
H 1.774 -2.575 -3.393 0.101
H 3.467 -2.787 -2.948 0.093
H 2.123 -2.709 -1.706 0.081
H 1.526 -6.194 -0.846 0.101
H 3.176 -6.723 -0.332 0.106
H 2.434 -7.362 -1.806 0.118
C 1.750 5.198 -3.184 0.042
C 1.163 3.951 -3.754 -0.392
O 0.861 3.805 -4.885 0.191
N 1.295 2.688 -2.903 0.085
H 2.303 2.545 -2.834 0.171
H 0.957 2.811 -1.930 0.102
C 0.714 1.453 -3.532 0.028
H 1.908 5.263 -2.113 0.080
H 1.296 6.079 -3.634 0.113
H 2.730 5.237 -3.684 0.119
H 1.179 1.325 -4.503 0.106
H -0.358 1.582 -3.631 0.109
H 0.932 0.642 -2.842 0.088
O 1.609 4.604 1.337 0.081
C 0.670 4.679 0.329 -0.744
O 0.541 3.682 -0.435 -0.072
O -0.105 5.651 0.385 -0.006
H 1.233 5.393 1.780 0.127
O -0.961 0.502 2.464 0.033
C -2.320 0.709 2.688 -0.783
O -2.836 0.292 3.710 0.034
O -2.938 1.193 1.668 -0.095
H -1.016 0.622 1.500 0.044
O -0.357 0.774 -0.142 0.035
C 0.630 -0.165 -0.038 -0.789
O 1.809 0.286 0.061 -0.046
O 0.243 -1.348 -0.018 -0.015
H 0.181 1.586 -0.053 0.086
O -0.703 -3.881 -0.980 0.008
C -0.961 -5.046 -0.272 -0.840
O -1.215 -6.054 -0.931 -0.009
O -0.773 -5.044 0.988 -0.087
H -0.416 -3.202 -0.353 0.023
```

Properties
DFT total energy, hartree: -2800.51564
LUMO energy, hartree: -0.283
Net charge: +3
Max |F|, eV/A: 2.7
Multiplicity: 1

---

No. 2
Computed, not measured: a molecular structure, C20H19IN5O2OsS in a non-equilibrium geometry, with the ωB97M-V functional and the def2-TZVPD basis.

Structure (XYZ):
```
49
Properties=species:S:1:pos:R:3:mulliken_spin:R:1
Os 0.126 0.181 -0.522 2.700
C 5.151 -1.309 -0.683 0.005
N 4.621 -0.075 -0.083 0.020
C 5.388 0.999 0.316 0.000
C 4.551 1.951 0.762 0.015
N 3.253 1.446 0.645 0.013
C 3.334 0.212 0.102 0.007
S 2.085 -0.908 -0.302 0.104
C 2.102 2.194 1.017 0.006
C 2.288 3.208 1.940 0.005
C 1.260 4.094 2.203 0.011
C 0.072 3.954 1.507 0.000
C -0.064 2.883 0.658 -0.022
N 0.908 1.959 0.430 -0.021
H 6.228 -1.309 -0.547 0.000
H 4.913 -1.329 -1.745 0.000
H 4.728 -2.173 -0.178 0.002
H 6.462 0.992 0.240 0.001
H 4.762 2.944 1.110 0.001
H 3.230 3.303 2.457 0.001
H 1.399 4.889 2.925 0.000
H -0.747 4.647 1.631 0.000
H -0.985 2.729 0.123 0.013
C -2.569 -3.165 1.350 0.002
C -2.217 -1.751 1.020 0.038
O -1.057 -1.356 1.118 0.055
C -3.307 -0.819 0.611 0.075
C -4.619 -1.116 0.858 0.092
C -5.650 -0.172 0.613 0.270
C -5.352 1.109 0.123 -0.020
C -4.058 1.440 -0.153 0.190
C -3.000 0.483 0.047 0.128
O -1.819 0.828 -0.278 0.236
H -1.665 -3.765 1.439 0.000
H -3.245 -3.596 0.611 0.003
H -3.073 -3.200 2.320 0.000
H -4.897 -2.076 1.272 0.013
H -6.676 -0.444 0.826 -0.001
H -6.150 1.821 -0.037 0.007
H -3.793 2.412 -0.549 0.001
I -0.096 -3.060 -5.690 0.002
C -0.173 -2.553 -3.702 0.000
C -0.135 -3.410 -2.610 0.048
N -0.192 -2.669 -1.497 0.001
N -0.324 -1.355 -1.800 -0.023
C -0.285 -1.285 -3.148 0.014
H -0.071 -4.486 -2.565 0.001
H -0.295 -2.966 -0.538 0.002
H -0.350 -0.330 -3.647 0.005
```

Properties
DFT total energy, hartree: -1983.34001
LUMO energy (alpha / beta), hartree: -0.331 / -0.437
Net charge: +3
Max |F|, eV/A: 1.0
Multiplicity: 5

---

No. 3
Computed, not measured: a single C11H20N2O3 molecule in a non-equilibrium geometry, with the ωB97M-V functional and the def2-TZVPD basis.

Structure (XYZ):
```
36
Properties=species:S:1:pos:R:3:lowdin_charge:R:1
C -3.862 -0.451 -0.100 -0.153
C -2.779 0.366 0.511 -0.508
C -3.386 0.869 1.885 -0.121
C -1.389 -0.226 0.583 -0.132
C -0.836 -0.633 -0.848 -0.361
N -1.611 -1.674 -1.374 -0.014
C 0.699 -0.990 -0.567 -0.311
O 0.999 -2.248 -0.482 -0.030
N 1.645 -0.063 -0.470 -0.023
C 1.284 1.257 -0.428 -0.169
C 2.612 2.034 -0.829 -0.134
C 3.779 1.083 -0.580 -0.091
C 3.114 -0.341 -0.302 -0.117
C 3.424 -0.907 1.049 -0.520
O 3.979 -0.363 1.971 0.116
O 3.121 -2.190 1.168 0.072
H -4.903 0.050 0.271 0.109
H -3.842 -1.605 0.263 0.117
H -3.729 -0.415 -1.258 0.090
H -2.670 1.329 -0.094 0.146
H -4.065 1.761 1.488 0.097
H -2.607 1.143 2.688 0.072
H -4.180 0.114 2.548 0.135
H -1.283 -1.151 1.151 0.131
H -0.740 0.600 0.989 0.107
H -0.830 0.170 -1.687 0.159
H -1.018 -2.042 -2.222 0.135
H -1.982 -2.561 -0.753 0.169
H 0.930 1.605 0.591 0.132
H 0.350 1.504 -1.097 0.147
H 2.813 2.944 -0.370 0.075
H 2.564 2.375 -1.920 0.128
H 4.385 1.402 0.270 0.108
H 4.386 0.876 -1.549 0.142
H 3.327 -1.106 -1.056 0.160
H 2.300 -2.518 0.560 0.138
```

Properties
SMILES: CC(C)C[C@H](N)C(=O)N1CCC[C@H]1C(=O)O
DFT total energy, hartree: -766.28730
LUMO energy, hartree: 0.017
Net charge: 0
Max |F|, eV/A: 5.3
Multiplicity: 1

---

No. 4
Computed, not measured: a single C6H10N2 molecule in a non-equilibrium geometry, with the ωB97M-V functional and the def2-TZVPD basis.

Structure (XYZ):
```
18
Properties=species:S:1:pos:R:3:lowdin_charge:R:1
C -1.514 -1.059 0.119 -0.167
N -1.929 0.272 -0.372 -0.040
C -0.888 1.249 -0.011 -0.187
C 0.828 1.291 -0.004 -0.167
N 1.936 0.322 -0.387 -0.039
C 1.537 -1.086 0.134 -0.110
C -0.010 -0.764 0.178 -0.201
C -0.014 0.637 0.959 -0.240
H -1.845 -1.727 -0.693 0.115
H -1.975 -1.336 1.074 0.108
H -1.988 0.207 -1.395 0.109
H -1.218 2.285 0.105 0.124
H 1.192 2.311 0.086 0.118
H 1.989 0.226 -1.399 0.087
H 1.871 -1.769 -0.611 0.087
H 2.019 -1.278 1.108 0.103
H 0.041 -0.319 -0.937 0.149
H -0.032 0.538 2.048 0.150
```

Properties
SMILES: C1N[C@@H]2[C@@H]3NC[C@@H]1[C@H]23
DFT total energy, hartree: -343.94834
LUMO energy, hartree: 0.035
Net charge: 0
Max |F|, eV/A: 2.8
Multiplicity: 1

---

No. 5
Computed, not measured: a gas-phase ion, C3H2NO2S2 (charge -1) in a non-equilibrium geometry, with the ωB97M-V functional and the def2-TZVPD basis.

Structure (XYZ):
```
10
Properties=species:S:1:pos:R:3:lowdin_charge:R:1
O -1.025 1.162 -2.279 0.102
C -0.398 0.337 -1.774 -0.390
C 0.218 -0.813 -1.532 -0.407
S 1.102 -1.343 0.053 0.732
C 0.344 -0.808 1.543 -0.723
N -0.178 0.356 1.713 -0.397
S 0.123 1.580 0.750 0.742
O -0.452 2.920 1.234 -0.697
H 0.110 -1.769 -1.964 0.008
H 0.155 -1.623 2.257 0.031
```

Properties
SMILES: O=C=CS/C=N\S[O-]
DFT total energy, hartree: -1117.08023
LUMO energy (alpha / beta), hartree: 0.121 / 0.121
Net charge: -1
Max |F|, eV/A: 3.0
Multiplicity: 1

---

No. 6
Computed, not measured: a molecular structure, C5H9AlClMg in a non-equilibrium geometry, with the ωB97M-V functional and the def2-TZVPD basis.

Structure (XYZ):
```
17
Properties=species:S:1:pos:R:3:lowdin_charge:R:1
C -2.759 -1.706 0.199 -0.054
C -1.818 -1.832 -0.569 -0.105
Al -0.030 -1.324 -1.317 0.359
C 0.522 -0.482 0.482 -0.333
C 1.407 0.722 0.339 -0.781
C 0.706 1.948 -0.197 -0.128
Cl 2.052 1.112 1.996 0.613
H -3.369 -1.309 0.959 0.006
H -0.181 -0.290 -2.508 -0.071
H 0.883 -2.564 -1.696 -0.079
H -0.415 -0.172 1.078 -0.065
H 1.028 -1.238 1.077 0.082
H 2.284 0.480 -0.253 0.118
H 0.451 1.809 -1.244 0.069
H -0.215 2.133 0.369 0.067
H 1.338 2.822 -0.081 0.087
Mg -1.883 -0.108 1.367 1.216
```

Properties
DFT total energy, hartree: -1098.18567
LUMO energy, hartree: -0.278
Net charge: +1
Max |F|, eV/A: 3.4
Multiplicity: 1

---

| no. | molar mass (g mol⁻¹) |
| --- | --- |
| 1 | 762.8 |
| 2 | 710.6 |
| 3 | 228.3 |
| 4 | 110.2 |
| 5 | 148.2 |
| 6 | 155.9 |